Molecular formula: C35H33BrN5O2Sr
Method: DFT, ωB97M-V/def2-TZVPD

```
77
Properties=species:S:1:pos:R:3:lowdin_charge:R:1
Sr -0.44188 -0.12809 0.57190 1.422
Br 4.29309 3.10956 5.53280 0.718
O 0.45937 0.20866 2.57027 -0.320
O -0.24301 -2.41583 0.42820 -0.275
N 0.74083 9.21753 -4.10655 0.125
N -2.49086 -1.00495 -0.59387 -0.098
N -0.24815 0.31814 -3.04334 -0.191
N 1.97835 -0.28740 0.03647 -0.077
N 2.35498 2.77896 1.31718 0.091
C -1.54126 0.11531 -3.69759 -0.225
C -3.32819 -3.09581 2.25520 -0.082
C 4.31072 2.84424 2.70210 -0.122
C -2.48384 -2.54697 1.27651 -0.159
C 3.50698 2.99191 3.81727 -0.697
C 2.62700 -0.79585 2.36493 -0.133
C 0.50625 8.24489 -3.53789 -0.204
C -0.63557 3.43174 -0.77798 -0.242
C 1.42155 -1.32446 -2.13550 -0.153
C 3.71610 -1.36249 3.04051 -0.076
C 2.13536 3.04057 3.68494 -0.106
C -3.13532 -0.42806 -1.75224 -0.215
C -1.08605 6.52128 -2.82137 -0.045
C -0.80192 2.32690 -0.26492 -0.121
C 1.54762 -0.52973 4.51838 -0.030
C 1.22344 6.35338 -2.14087 -0.038
C 0.93664 5.18484 -1.46453 -0.024
C 2.63617 -1.09284 5.14247 -0.108
C -0.36438 4.65354 -1.45273 -0.275
C 3.74773 -1.51885 4.41034 -0.124
C 2.33774 -0.34596 -1.36910 -0.205
C 2.79317 -0.72574 0.90389 -0.117
C -2.85914 -3.86155 3.29411 -0.126
C 3.67426 2.74344 1.47373 -0.152
C -0.62261 -3.64347 2.39947 -0.019
C -3.11264 -1.80117 0.17664 -0.122
C 1.60592 2.92568 2.40405 -0.137
C -1.07635 -2.84473 1.30968 -0.427
C 1.48749 -0.34763 3.11280 -0.396
C 0.27001 1.62982 -3.40525 -0.106
C 0.21244 7.02710 -2.82549 -0.257
C 0.71430 -0.74791 -3.35553 -0.207
C -1.36829 5.35232 -2.14274 -0.035
C -2.43615 -0.92470 -3.03482 -0.156
C -1.48027 -4.12217 3.35498 -0.102
H 1.70651 4.65330 -0.91952 0.104
H -1.85165 -1.81450 -2.78584 0.109
H 4.56364 -1.68742 2.44426 0.099
H 2.22951 6.75225 -2.14300 0.113
H 2.62716 -1.20398 6.22140 0.094
H -1.08312 -4.71426 4.17242 0.096
H 4.26335 2.60420 0.57252 0.104
H 2.01250 -2.19096 -2.44768 0.112
H 0.53359 2.91284 2.25343 0.096
H -3.53519 -4.25439 4.04136 0.085
H 3.76724 -1.11087 0.56478 0.118
H 1.48664 3.13295 4.54370 0.105
H -0.45166 2.39520 -3.12876 0.061
H -3.02001 0.65705 -1.67829 0.103
H -2.06210 1.07549 -3.67847 0.114
H 4.60726 -1.95850 4.89809 0.084
H -2.37305 4.95149 -2.13327 0.112
H 2.22362 0.66403 -1.76550 0.092
H -4.39274 -2.89142 2.17532 0.102
H 0.48616 1.70014 -4.48605 0.089
H -3.18909 -1.24920 -3.75820 0.104
H -1.86650 7.05046 -3.35264 0.111
H 0.18568 -1.56467 -3.85803 0.112
H 3.39300 -0.62740 -1.49098 0.108
H -4.20960 -0.65949 -1.77194 0.106
H 1.18474 1.85694 -2.85997 0.072
H -1.39519 -0.13946 -4.76286 0.117
H 0.68672 -0.19977 5.08705 0.109
H -4.18721 -1.98190 0.01924 0.123
H 5.38691 2.79398 2.78583 0.095
H 0.44138 -3.83884 2.44538 0.112
H 0.66248 -1.73015 -1.46390 0.071
H 1.44552 -0.37317 -4.08723 0.117
```

Calculated values
E_HOMO, eV: -4.952
Relative energy (zero: lowest compared OMol25 entry of this formula, charge and spin), kcal/mol: 20.15
Energy, eV: -119256.327
Lowest unoccupied orbital energy, eV: 2.4109
Net charge: -1